(1)
A molecular structure, C4H5FO2 at a distorted geometry, computed with ωB97M-V/def2-TZVPD.

```
12
Properties=species:S:1:pos:R:3:lowdin_charge:R:1
F 1.385 -1.260 -0.290 -0.037
O -0.910 -0.738 -0.182 -0.050
O -3.060 0.186 -0.265 0.077
C 1.962 -0.078 0.022 -0.257
C 0.890 0.845 -0.094 -0.087
C -0.398 0.504 -0.253 -0.160
C -2.358 -0.715 0.031 -0.266
H -2.801 -1.835 0.749 0.235
H 2.363 -0.051 0.951 0.087
H 1.330 1.884 0.066 0.139
H -1.180 1.341 0.057 0.161
H 2.779 -0.083 -0.793 0.157
```

Results
ΔE to the lowest compared entry with this formula, charge and spin	3.5546	eV
HOMO energy	-9.161	eV

---

(2)
A molecular structure, C12H30F6KN3O20P2S6 at a distorted geometry, computed with ωB97M-V/def2-TZVPD.

```
80
Properties=species:S:1:pos:R:3:lowdin_charge:R:1
K -0.766 1.757 -0.679 0.766
S 0.481 3.371 -4.137 0.459
S 4.677 1.559 -2.704 0.606
S -3.597 2.842 1.215 0.472
S -4.927 2.592 -0.698 0.586
S -1.166 1.622 -4.855 0.619
S 3.213 0.254 -1.384 0.442
P -1.020 -2.201 -1.373 0.568
P 1.140 1.304 3.005 0.531
F 1.105 4.117 -2.834 -0.210
F -2.711 1.373 -4.334 -0.229
F -2.150 3.408 1.739 -0.243
F -4.760 1.799 -2.121 -0.225
F 2.694 -1.304 -1.440 -0.244
F 4.735 1.637 -4.352 -0.239
O -4.376 3.900 1.835 -0.289
O 0.833 1.682 1.621 -0.256
O -5.719 1.571 -0.016 -0.300
O -5.651 3.788 -1.163 -0.301
O -3.572 1.496 1.860 -0.326
O -1.346 2.300 -6.094 -0.287
O 2.646 1.338 3.509 -0.155
O -0.614 -1.069 -0.436 -0.290
O 6.116 1.568 -2.299 -0.333
O 0.021 4.464 -4.971 -0.309
O 3.827 2.704 -2.505 -0.283
O 0.404 2.252 4.127 -0.170
O 0.102 -3.289 -1.728 -0.172
O 1.932 0.935 -1.430 -0.327
O 4.004 0.273 -0.175 -0.297
O -2.264 -3.061 -0.795 -0.222
O 1.659 2.598 -4.548 -0.303
O -1.733 -1.719 -2.797 -0.195
O -0.558 0.286 -5.020 -0.305
O 0.555 -0.189 3.397 -0.153
N 3.924 0.064 -2.707 -0.252
N -3.294 2.847 -0.327 -0.319
N -0.653 2.557 -3.477 -0.334
C 1.263 4.052 5.354 -0.084
C 0.989 -2.445 3.219 -0.095
C 0.588 -1.278 2.507 -0.337
C -2.165 -2.588 -3.845 -0.251
C 0.836 -3.830 -0.676 -0.275
C -3.390 -2.420 -0.161 -0.214
C 0.488 3.633 4.124 -0.313
C -3.716 -2.630 -3.816 -0.061
C -3.375 -2.596 1.407 -0.043
C 3.589 0.397 3.154 -0.283
C 5.003 0.965 3.497 -0.060
C 1.505 -5.173 -1.254 -0.036
H -0.546 3.980 4.132 0.124
H 1.086 -3.266 2.507 0.073
H 2.060 -2.448 3.420 0.076
H 0.718 -5.835 -1.616 0.061
H -2.408 -2.462 1.890 0.054
H -4.153 -3.100 -0.542 0.105
H 3.426 -0.425 3.850 0.106
H -1.797 -3.603 -3.695 0.109
H -4.140 -3.002 -4.749 0.069
H 2.154 -4.938 -2.098 0.074
H 1.269 5.140 5.412 0.072
H 1.582 -3.112 -0.335 0.097
H 5.284 1.767 2.814 0.078
H 5.126 1.331 4.516 0.062
H 1.017 4.137 3.315 0.124
H -3.931 -3.342 -3.019 0.053
H -3.552 -1.397 -0.499 0.121
H 3.686 -0.067 2.172 0.103
H 2.228 3.579 5.534 0.076
H -1.864 -2.203 -4.819 0.109
H 0.253 -4.001 0.229 0.102
H -0.362 -1.536 2.038 0.097
H -4.068 -1.925 1.915 0.072
H 0.657 3.790 6.222 0.068
H 1.254 -1.070 1.670 0.120
H -3.776 -3.568 1.696 0.060
H -4.174 -1.688 -3.513 0.082
H 0.382 -2.769 4.064 0.093
H 1.965 -5.725 -0.435 0.061
H 5.819 0.243 3.509 0.068
```

Results
ΔE to the lowest compared entry with this formula, charge and spin	3.0182	eV
total charge	-2
HOMO energy	-4.641	eV

---

(3)
A molecular structure, C13H21N3O at a distorted geometry, computed with ωB97M-V/def2-TZVPD.

```
38
Properties=species:S:1:pos:R:3:lowdin_charge:R:1
O -3.188 -1.593 -4.100 -0.127
N 5.201 -0.115 2.987 0.047
N -1.733 -0.596 -1.992 -0.230
N 0.827 1.018 1.323 -0.074
C 1.297 1.216 2.643 -0.250
C 3.504 0.805 1.874 0.001
C 4.430 -0.241 3.941 -0.169
C 4.780 0.299 1.956 -0.166
C -1.486 -0.115 -0.546 -0.224
C -0.479 1.249 1.129 -0.367
C -0.943 1.192 -0.287 -0.243
C -1.512 -1.771 -2.448 -0.388
C -1.852 -2.036 -3.762 -0.169
C -3.118 -0.233 -2.189 -0.103
C -3.362 -0.286 -3.910 -0.151
C 3.098 0.229 4.003 0.057
C 2.585 0.917 2.826 -0.258
H -4.361 -0.132 -4.014 0.097
H -2.089 1.714 -0.377 0.170
H -0.561 -2.184 -2.280 0.119
H 0.588 0.649 3.512 0.189
H 0.784 0.007 1.077 0.147
H -0.615 2.567 1.372 0.187
H -2.339 -2.466 -1.776 0.194
H 5.480 0.206 1.269 0.084
H 1.113 2.305 3.000 0.169
H -1.329 0.825 1.847 0.151
H -3.763 -0.913 -1.586 0.115
H 4.945 -0.448 4.914 0.124
H 2.585 -0.056 4.795 0.051
H -3.215 0.999 -1.969 0.161
H -0.271 1.484 -1.036 0.110
H -2.695 0.284 -4.175 0.021
H 3.118 1.129 1.032 0.069
H -0.930 -1.251 -4.642 0.227
H -0.414 -0.979 -0.497 0.179
H -1.884 -2.943 -4.161 0.073
H -2.195 -0.736 0.250 0.176
```

Results
ΔE to the lowest compared entry with this formula, charge and spin	14.4460	eV
HOMO energy	-8.575	eV

---

(4)
A molecular structure, C27H31NO7SV, computed with ωB97M-V/def2-TZVPD.

```
68
Properties=species:S:1:pos:R:3:lowdin_charge:R:1
V -0.412 -0.749 -1.405 0.683
S 1.873 -1.144 -2.229 0.667
O 0.265 0.667 0.088 -0.154
O -0.494 -2.858 -0.550 -0.223
O -2.618 -0.860 -0.809 -0.198
O -2.011 -1.908 1.788 -0.102
O -0.842 1.035 -2.230 -0.097
O -1.045 3.242 -2.014 0.039
O -1.347 -1.947 -2.927 -0.233
N 2.390 -1.123 0.388 -0.006
C -0.916 -3.309 -2.855 -0.142
C -3.308 -0.475 0.389 -0.126
C 1.459 4.106 -0.857 -0.009
C 2.645 4.817 -0.929 -0.071
C -0.979 -3.856 -1.439 -0.156
C -3.437 -1.584 -1.716 -0.156
C 0.102 2.064 -0.255 -0.257
C -0.221 2.327 2.217 -0.037
C 4.161 -3.244 0.327 -0.081
C 2.983 -1.560 1.506 -0.153
C -0.623 -2.188 1.758 -0.172
C 3.840 4.238 -0.522 -0.094
C 2.641 2.225 0.034 -0.019
C -1.698 3.590 0.815 -0.011
C -0.368 -3.320 0.801 -0.138
C -2.384 -0.556 1.575 -0.161
C -0.653 2.681 0.938 -0.128
C -1.876 3.754 3.217 -0.097
C 2.647 -1.735 -0.784 -0.726
C 3.868 -2.617 1.539 -0.086
C -2.734 -1.624 -3.058 -0.122
C 3.831 2.941 -0.041 -0.076
C -2.306 4.115 1.951 -0.077
C 3.559 -2.805 -0.832 -0.105
C -0.688 2.142 -1.607 -0.546
C -0.824 2.856 3.346 -0.081
C 1.445 2.794 -0.382 -0.110
H -0.048 -1.310 1.459 0.101
H 0.120 -3.275 -3.187 0.107
H -0.281 -2.485 2.754 0.136
H 0.597 1.626 2.327 0.118
H -1.510 0.073 1.418 0.097
H 2.696 1.214 0.412 0.084
H -3.623 -2.585 -1.313 0.130
H 4.322 -2.930 2.469 0.097
H -0.358 -4.755 -1.383 0.142
H -1.996 -4.132 -1.144 0.127
H 0.629 -3.747 0.942 0.135
H 2.633 5.832 -1.308 0.103
H -4.145 -1.161 0.538 0.133
H 0.530 4.556 -1.181 0.113
H 4.767 4.795 -0.582 0.099
H -0.468 2.569 4.328 0.101
H -3.697 0.540 0.267 0.142
H 4.859 -4.072 0.294 0.105
H -2.348 4.175 4.096 0.099
H -1.504 -3.929 -3.534 0.139
H -1.117 -4.097 0.975 0.135
H 3.770 -3.270 -1.785 0.096
H 4.753 2.470 0.278 0.103
H 1.185 0.308 0.164 0.037
H -3.125 4.816 1.836 0.102
H -2.739 -0.629 -3.501 0.142
H -2.908 -0.172 2.454 0.138
H -2.028 3.883 -0.172 0.107
H 2.731 -1.023 2.418 0.112
H -3.224 -2.328 -3.733 0.139
H -4.402 -1.085 -1.843 0.142
```

Results
ΔE to the lowest compared entry with this formula, charge and spin	0.0000	eV
⟨S²⟩	3.756
multiplicity	4
HOMO energy (alpha / beta)	-6.786 / -7.620	eV

---

(5)
2 unconnected molecules or ions with the total composition C5H10O2, computed with ωB97M-V/def2-TZVPD.

```
17
Properties=species:S:1:pos:R:3:lowdin_charge:R:1
O -0.366 -0.389 1.485 0.009
O 0.803 -2.270 -0.254 0.018
C -1.463 1.687 1.302 -0.040
C 1.540 -1.668 -1.008 -0.278
C -1.575 -0.015 -0.540 0.033
C -1.148 0.365 0.668 -0.487
C 2.045 -0.273 -0.792 -0.044
H -2.191 0.649 -1.136 0.054
H 3.141 -0.272 -0.843 0.086
H -1.356 -1.000 -0.943 0.051
H 1.683 0.369 -1.604 0.091
H 1.878 -2.165 -1.939 0.122
H 1.705 0.119 0.169 0.074
H -2.039 1.535 2.220 0.086
H -2.037 2.324 0.625 0.078
H -0.536 2.200 1.581 0.083
H -0.084 -1.194 1.010 0.063
```

Results
ΔE to the lowest compared entry with this formula, charge and spin	1.6840	eV
SMILES string	C=C(C)O.CC=O
HOMO energy	-8.593	eV

---

(6)
C4H6N2OS in the gas phase at a distorted geometry, computed with ωB97M-V/def2-TZVPD.

```
14
Properties=species:S:1:pos:R:3:lowdin_charge:R:1
S -3.112 -0.779 -0.146 0.722
O -0.261 2.577 -0.130 0.037
N 1.142 -1.707 -0.175 -0.026
N -0.097 -1.166 -0.405 -0.082
C -0.474 0.159 0.168 -0.385
C -1.958 0.325 0.253 -0.570
C 0.111 1.440 -0.473 -0.197
C 2.078 -0.833 0.179 -0.047
H -0.093 0.264 1.185 0.149
H -2.204 1.279 0.760 0.076
H -0.900 -1.828 -0.436 0.072
H 0.795 1.175 -1.373 0.154
H 1.874 0.246 0.349 0.049
H 3.098 -1.153 0.244 0.048
```

Results
ΔE to the lowest compared entry with this formula, charge and spin	4.3744	eV
SMILES string	C=NN[C@@H](C=O)C=S
HOMO energy	-9.205	eV

---

(7)
C3H4FN in the gas phase at a distorted geometry, computed with ωB97M-V/def2-TZVPD.

```
9
Properties=species:S:1:pos:R:3:lowdin_charge:R:1
F -1.215 -1.169 -0.296 -0.133
N 0.771 0.368 -0.261 0.027
C 1.496 -0.427 -0.932 0.025
C -1.226 0.690 1.072 0.131
C -0.427 0.090 0.152 -0.316
H -2.224 0.516 1.252 0.049
H -0.724 1.458 1.481 0.027
H 2.465 -0.075 -1.384 0.096
H 1.084 -1.450 -1.084 0.095
```

Results
ΔE to the lowest compared entry with this formula, charge and spin	1.6036	eV
SMILES string	C=NC(=C)F
HOMO energy	-9.446	eV

---

(8)
A molecular structure, C15H32GaO5 at a distorted geometry, computed with ωB97M-V/def2-TZVPD.

```
53
Properties=species:S:1:pos:R:3:lowdin_charge:R:1
Ga 0.641 1.702 -1.470 0.328
O -2.885 -1.883 -2.669 -0.020
O 3.465 2.213 5.084 -0.083
O 4.752 -2.420 -1.692 -0.070
O 2.589 -3.240 -2.335 -0.094
O -4.313 -1.741 -0.731 -0.151
C 3.284 -2.881 0.339 -0.043
C 1.319 2.464 0.376 -0.280
C -1.390 1.406 -1.238 -0.309
C 1.745 -0.012 -1.805 -0.293
C 1.233 -2.715 -2.121 -0.213
C -3.458 -1.752 0.469 -0.220
C -0.517 1.924 2.340 -0.123
C 2.004 1.247 2.766 -0.162
C 3.528 -2.850 -1.278 -0.292
C -3.680 0.521 -2.197 -0.118
C -3.967 -0.474 1.420 -0.102
C -3.607 -1.086 -1.877 -0.244
C 0.983 -1.184 -2.657 -0.237
C 0.876 1.404 1.588 -0.453
C -2.197 1.142 -2.655 -0.257
H 3.908 -1.968 0.788 0.108
H -3.632 -2.752 1.093 0.130
H -1.616 0.566 -0.421 0.040
H 2.706 0.311 -2.429 0.064
H 0.692 0.314 1.152 0.101
H 0.510 -3.408 -2.771 0.135
H -1.844 2.411 -0.787 0.068
H 0.835 -2.791 -1.022 0.115
H 1.810 0.189 3.275 0.077
H 0.797 3.498 0.590 0.038
H 1.041 2.807 -2.565 -0.078
H -3.979 -0.755 2.566 0.075
H -0.546 1.489 3.438 0.069
H 2.506 2.561 0.301 0.052
H 2.180 -2.712 0.688 0.073
H -4.522 0.841 -2.945 0.113
H 4.168 1.573 4.902 0.043
H -2.420 2.145 -3.258 0.113
H -1.459 1.586 1.732 0.039
H -3.921 1.079 -1.169 0.110
H -1.636 0.431 -3.403 0.093
H -3.278 0.460 1.209 0.045
H 2.136 -0.424 -0.758 0.046
H -2.318 -1.634 0.224 0.123
H -5.072 -0.171 1.085 0.091
H 1.799 2.068 3.606 0.067
H 1.302 -1.123 -3.799 0.120
H -0.403 3.097 2.429 0.081
H -0.198 -1.015 -2.630 0.082
H 3.740 -3.845 0.821 0.089
H 3.110 1.371 2.404 0.072
H 3.201 2.018 5.996 0.042
```

Results
total charge	-1
HOMO energy	-4.536	eV

---

(9)
A molecular structure, C13H20Cl2GaN2O7 at a distorted geometry, computed with ωB97M-V/def2-TZVPD.

```
45
Properties=species:S:1:pos:R:3:lowdin_charge:R:1
Ga 1.466 -0.652 0.034 0.597
Cl -0.367 6.009 -1.091 0.647
Cl 3.070 -2.737 -0.392 0.737
O 4.326 -2.825 -1.000 -0.214
O 2.122 -2.043 -1.313 -0.293
O 3.121 -1.861 0.775 -0.298
O -0.239 -0.130 -1.141 0.026
O 0.345 -1.857 0.961 0.025
O -0.593 0.980 0.764 0.011
O 2.518 -3.983 -0.038 -0.252
N -2.433 2.501 -0.077 0.195
N -1.342 -3.279 0.556 -0.089
C 2.129 2.300 -0.399 -0.306
C 2.734 0.970 -0.120 -0.096
C 0.963 3.789 -1.911 -0.110
C -2.628 -3.860 0.925 -0.007
C 1.675 2.623 -1.679 -0.040
C 1.949 3.233 0.622 -0.033
C 0.712 4.643 -0.849 -0.676
C -0.849 0.696 -0.422 -0.620
C 1.234 4.399 0.411 -0.102
C -1.453 -1.854 2.529 0.038
C -0.777 -2.342 1.285 -0.400
C -0.695 -3.730 -0.677 0.020
C -2.088 1.412 -1.022 -0.026
H -2.663 -4.089 1.988 0.097
H -1.481 -2.640 3.284 0.106
H -0.558 -2.893 -1.363 0.097
H -2.903 0.693 -1.081 0.141
H 2.359 3.031 1.604 0.123
H -1.862 1.771 -2.021 0.141
H -2.152 3.429 -0.415 0.155
H 3.348 0.641 -0.960 0.085
H 0.592 4.026 -2.899 0.110
H -1.814 2.234 0.745 0.150
H 3.320 0.979 0.797 0.076
H -3.448 -3.182 0.677 0.104
H -2.475 -1.536 2.324 0.096
H -0.881 -1.017 2.918 0.097
H 0.283 -4.147 -0.458 0.083
H -2.773 -4.782 0.373 0.097
H -1.309 -4.488 -1.151 0.099
H -3.414 2.530 0.186 0.170
H 1.867 1.940 -2.497 0.128
H 1.065 5.098 1.218 0.111
```

Results
ΔE to the lowest compared entry with this formula, charge and spin	0.4836	eV
total charge	+1
HOMO energy	-11.355	eV

---

(10)
2 unconnected molecules or ions with the total composition C19H20BCl3N2O5 at a distorted geometry, computed with ωB97M-V/def2-TZVPD.

```
50
Properties=species:S:1:pos:R:3:lowdin_charge:R:1
Cl -3.522 1.714 3.630 0.650
Cl -6.409 1.378 3.675 0.539
Cl -4.957 1.749 6.164 0.526
O -3.105 0.586 -1.569 0.139
O 2.270 -0.922 -2.883 0.026
O -1.224 4.388 -0.439 0.154
O 4.893 2.011 -0.033 0.116
O 5.148 -0.124 -1.176 0.143
N -2.177 2.270 -0.123 0.019
N -0.733 1.936 1.891 0.042
C -1.145 3.203 -0.543 -0.360
C -0.682 0.994 -1.508 -0.011
C 0.907 -4.148 1.748 -0.085
C 1.472 0.085 -2.349 -0.154
C -0.049 2.290 -1.167 -0.047
C 0.029 -0.134 -2.079 -0.051
C 2.101 1.378 -2.029 -0.098
C 0.007 -2.766 -1.874 -0.148
C 1.365 2.500 -1.423 0.062
C 0.900 -3.966 0.296 -0.035
C -5.030 2.163 4.447 -1.498
C 0.100 -3.321 2.653 -0.080
C -0.731 -1.467 -2.363 -0.131
C -0.771 -2.128 0.580 -0.038
C 3.625 1.645 -2.318 -0.043
C -1.987 1.579 1.188 -0.282
C -2.179 1.191 -1.105 -0.366
C -0.742 -2.292 2.033 -0.075
C 0.041 -2.935 -0.318 -0.178
B 4.587 1.159 -1.121 -0.568
H -0.862 -1.555 -3.482 0.132
H 1.535 -4.603 -0.358 0.104
H 1.724 -1.354 -3.566 0.114
H 1.037 -2.905 -2.286 0.102
H -1.354 -1.635 2.700 0.093
H -0.600 -3.639 -2.260 0.128
H 4.452 1.651 0.756 0.109
H -0.790 1.490 2.816 0.058
H 0.004 1.391 1.419 0.074
H 3.907 1.200 -3.317 0.117
H -2.890 1.733 1.865 -0.036
H 4.903 -0.556 -2.012 0.094
H 0.134 -3.492 3.755 0.097
H -1.757 -1.368 -1.933 0.103
H -1.439 -1.356 0.131 0.075
H 3.724 2.761 -2.438 0.115
H -5.155 3.238 4.360 0.020
H 1.561 -4.959 2.143 0.094
H 1.831 3.472 -1.152 0.134
H -1.969 0.467 0.973 0.105
```

Results
SMILES string	NCN1C(=O)c2cc(CB(O)O)c(O)c(CCc3ccccc3)c2C1=O.ClC(Cl)Cl
HOMO energy	-9.047	eV